# 1
170
Properties=species:S:1:pos:R:3:mulliken_charge:R:1 method="wB97M-V/def2-TZVPD" max_force_ev_per_a=0.91 de_lowest_kj_mol=0.0 gap_ev=6.342 lumo_ev=-1.145
Au -1.437 0.031 -1.520 2.306
C 0.255 6.596 2.930 -1.663
C -0.191 5.225 3.376 0.052
C 0.565 4.488 4.280 -0.500
C 0.184 3.214 4.679 1.168
C 1.053 2.427 5.623 -1.402
C -1.005 2.668 4.166 0.319
C -1.796 3.406 3.283 1.408
C -3.105 2.872 2.753 -1.789
C -1.367 4.672 2.892 -0.039
C -1.444 1.330 4.674 -0.906
C -2.170 1.335 5.864 -0.095
C -2.551 0.152 6.472 -1.188
C -2.227 -1.051 5.872 -0.349
C -1.546 -1.089 4.655 -0.490
C -1.132 0.107 4.056 -0.035
Ge -0.390 0.130 2.205 -0.411
S -2.125 0.201 0.873 -0.894
S 1.053 1.854 1.855 0.558
Ge 1.876 0.468 0.274 -1.168
S 0.824 1.023 -1.577 -0.187
S 1.102 -1.377 1.354 -0.174
C 3.841 0.467 -0.039 0.409
C 4.358 -0.001 -1.265 -0.932
C 5.732 0.054 -1.497 0.129
C 6.597 0.568 -0.547 -1.353
C 6.088 1.017 0.656 -0.401
C 4.718 0.963 0.930 -0.759
C 4.355 1.434 2.303 1.046
C 4.352 0.540 3.375 1.103
C 4.433 -0.956 3.181 -1.063
C 4.303 1.043 4.675 -0.655
C 4.277 2.404 4.930 0.545
C 4.335 2.936 6.337 -1.529
C 4.231 3.276 3.846 -0.547
C 4.260 2.813 2.542 1.160
C 4.205 3.783 1.388 -1.461
C 3.551 -0.584 -2.381 0.534
C 3.106 -1.909 -2.342 0.815
C 3.348 -2.797 -1.144 -1.897
C 2.444 -2.430 -3.455 -0.688
C 2.240 -1.680 -4.603 0.767
C 1.580 -2.267 -5.823 -1.394
C 2.704 -0.368 -4.624 -0.426
C 3.356 0.186 -3.538 0.784
C 3.849 1.609 -3.602 -1.796
C -1.289 -2.453 4.102 0.942
C -0.040 -3.064 4.238 1.031
C 1.156 -2.361 4.833 -1.165
C 0.101 -4.401 3.859 -0.897
C -0.967 -5.144 3.385 0.681
C -0.811 -6.599 3.023 -1.520
C -2.206 -4.516 3.264 -0.664
C -2.384 -3.186 3.610 0.660
C -3.744 -2.543 3.488 -1.989
H 1.199 6.872 3.402 0.363
H -0.489 7.352 3.189 0.378
H 0.393 6.624 1.846 0.340
H 1.486 4.906 4.674 0.273
H 1.807 3.070 6.074 0.301
H 1.575 1.633 5.078 -0.062
H 0.468 1.958 6.415 0.430
H -3.275 1.840 3.052 0.283
H -3.131 2.909 1.662 0.136
H -3.936 3.479 3.124 0.489
H -1.981 5.242 2.197 0.561
H -2.420 2.290 6.314 0.492
H -3.094 0.164 7.410 0.398
H -2.503 -1.991 6.339 0.576
H 6.115 -0.320 -2.441 0.593
H 7.663 0.611 -0.739 0.419
H 6.751 1.405 1.421 0.539
H 4.557 -1.228 2.135 0.222
H 3.518 -1.431 3.544 -0.407
H 5.270 -1.370 3.747 0.583
H 4.311 0.343 5.506 0.322
H 4.141 2.149 7.067 0.366
H 3.610 3.739 6.494 0.409
H 5.325 3.347 6.544 0.383
H 4.185 4.347 4.026 0.330
H 4.001 4.794 1.743 0.451
H 3.418 3.497 0.684 -0.066
H 5.149 3.794 0.836 0.386
H 4.257 -2.512 -0.614 0.407
H 3.439 -3.839 -1.454 0.526
H 2.518 -2.735 -0.436 0.000
H 2.113 -3.465 -3.427 0.319
H 1.376 -3.330 -5.687 0.382
H 2.226 -2.152 -6.696 0.466
H 0.634 -1.768 -6.045 0.060
H 2.557 0.232 -5.520 0.428
H 3.425 2.120 -4.468 0.357
H 4.938 1.644 -3.683 0.470
H 3.568 2.157 -2.700 0.208
H 0.908 -1.373 5.216 0.280
H 1.933 -2.253 4.074 -0.475
H 1.573 -2.951 5.654 0.582
H 1.074 -4.875 3.964 0.388
H 0.203 -6.946 3.218 0.358
H -1.031 -6.766 1.965 0.281
H -1.502 -7.216 3.603 0.372
H -3.057 -5.086 2.900 0.360
H -4.412 -3.161 2.889 0.620
H -3.671 -1.555 3.026 0.290
H -4.205 -2.412 4.469 0.474
C -1.385 -0.078 -3.654 -1.113
Si -2.433 -1.507 -4.223 -0.608
C -2.051 -2.792 -2.905 -0.977
N -2.240 -2.232 -1.552 1.618
C -1.391 -2.936 -0.575 -0.408
C -1.749 -4.422 -0.464 -0.538
C -3.276 -4.640 -0.474 -1.235
C -4.005 -3.342 -0.135 0.040
C -3.678 -2.229 -1.129 -0.635
C -4.266 -1.125 -4.365 0.556
C -5.160 -2.149 -4.692 -0.303
C -6.515 -1.898 -4.837 -0.589
C -7.005 -0.608 -4.666 -0.658
C -6.133 0.423 -4.349 -0.742
C -4.775 0.164 -4.200 -0.211
C -1.978 -2.239 -5.898 0.319
C -1.314 -3.458 -6.041 -0.204
C -1.029 -3.982 -7.296 -0.557
C -1.390 -3.282 -8.439 -0.629
C -2.048 -2.063 -8.319 -0.742
C -2.347 -1.557 -7.063 -0.495
H -1.716 0.899 -4.013 0.289
H -0.323 -0.201 -3.895 0.058
H -0.988 -3.038 -3.018 0.532
H -2.624 -3.722 -3.033 0.381
H -1.505 -2.447 0.390 -0.316
H -0.350 -2.815 -0.873 0.338
H -1.315 -4.782 0.469 0.159
H -1.282 -4.983 -1.278 0.421
H -3.546 -5.408 0.252 0.624
H -3.604 -5.003 -1.452 0.411
H -3.714 -3.025 0.866 -0.514
H -5.087 -3.495 -0.136 0.714
H -3.927 -1.271 -0.678 0.099
H -4.295 -2.333 -2.021 0.054
H -4.789 -3.161 -4.839 0.383
H -7.192 -2.707 -5.086 0.422
H -8.063 -0.410 -4.781 0.371
H -6.507 1.430 -4.211 0.449
H -4.109 0.976 -3.929 0.338
H -1.009 -4.015 -5.159 0.528
H -0.524 -4.937 -7.379 0.408
H -1.173 -3.686 -9.420 0.388
H -2.337 -1.512 -9.207 0.419
H -2.892 -0.618 -6.987 0.400
C 0.787 4.884 0.051 0.494
C -0.615 5.054 -0.522 -1.235
N -1.363 3.804 -0.691 0.558
C -1.789 3.255 -1.820 0.378
S -3.116 2.158 -1.790 -0.345
N -1.246 3.596 -2.995 -0.098
C 0.125 4.047 -3.255 0.221
C 0.811 3.109 -4.238 -1.031
H 1.305 5.847 0.058 0.363
H 1.364 4.169 -0.538 -0.259
H 0.731 4.503 1.070 -0.479
H -0.584 5.561 -1.483 0.439
H -1.203 5.681 0.152 0.449
H -1.697 3.345 0.148 -0.521
H -1.713 3.165 -3.775 0.394
H 0.682 4.043 -2.320 -0.361
H 0.107 5.064 -3.652 0.354
H 0.874 2.103 -3.814 -0.076
H 1.822 3.465 -4.443 0.418
H 0.267 3.065 -5.185 0.461

# 2
29
Properties=species:S:1:pos:R:3:nbo_charge:R:1 method="wB97M-V/def2-TZVPD" max_force_ev_per_a=4.51 gap_ev=8.202 smiles="COC(=O)CSc1nc2sc(C)c(C)c2c(=O)o1" lumo_ev=-0.059
C 0.148 4.488 -5.050 -0.263
O -0.002 3.571 -3.965 -0.505
C 0.838 3.730 -2.891 0.777
O 1.581 4.682 -2.733 -0.567
C 0.947 2.563 -1.930 -0.620
S -0.241 2.703 -0.533 0.320
C -0.192 1.044 0.111 0.404
N -1.169 0.642 0.879 -0.500
C -1.122 -0.606 1.455 0.048
S -2.366 -1.219 2.547 0.432
C -1.407 -2.644 2.873 -0.173
C -2.031 -3.697 3.808 -0.649
C -0.175 -2.629 2.165 -0.008
C 0.929 -3.645 2.265 -0.636
C -0.019 -1.434 1.354 -0.239
C 1.043 -0.937 0.461 0.758
O 2.000 -1.677 0.250 -0.573
O 0.945 0.295 -0.091 -0.477
H 0.021 5.504 -4.669 0.196
H 1.105 4.468 -5.511 0.192
H -0.641 4.334 -5.840 0.204
H 1.956 2.517 -1.502 0.260
H 0.756 1.637 -2.457 0.249
H -3.059 -3.871 3.539 0.227
H -1.519 -4.676 3.754 0.230
H -1.993 -3.433 4.878 0.228
H 1.906 -3.173 2.556 0.239
H 1.108 -4.088 1.295 0.235
H 0.652 -4.451 2.980 0.211

# 3
102
Properties=species:S:1:pos:R:3:mulliken_charge:R:1 method="wB97M-V/def2-TZVPD" max_force_ev_per_a=3.35 gap_ev=2.241 lumo_ev=-5.136
C 0.571 -2.225 5.572 -1.432
C 0.101 -1.975 4.174 0.596
I -1.250 -3.315 3.109 0.131
C 0.461 -0.966 3.386 -1.814
I 1.845 0.497 4.069 0.080
C -0.010 -0.956 1.981 1.080
C 0.836 -1.687 1.164 0.333
C 2.086 -2.341 1.635 0.087
C 2.125 -3.656 2.088 -0.057
C 3.352 -4.173 2.451 -0.688
N 4.511 -3.522 2.420 -0.641
C 4.447 -2.275 1.969 -0.762
C 3.280 -1.635 1.580 -0.465
C 0.513 -1.867 -0.168 -0.885
C -0.579 -1.312 -0.748 2.023
C -0.716 -1.747 -2.168 -1.494
O -0.152 -0.864 -3.101 -0.554
C 1.214 -0.792 -2.988 0.126
C 2.053 -1.882 -3.128 -0.442
C 3.418 -1.790 -2.943 0.637
C 4.354 -2.957 -3.040 -1.828
C 3.941 -0.540 -2.618 -1.492
C 3.127 0.565 -2.511 -0.593
C 1.762 0.454 -2.686 1.060
C 0.835 1.646 -2.557 2.272
C 0.148 1.857 -3.936 -2.093
C 1.622 2.870 -2.197 -1.618
C -1.443 -0.479 0.012 0.112
C -2.551 0.175 -0.573 1.552
C -2.875 0.181 -2.040 -1.572
S -4.100 -1.117 -2.422 0.967
O -4.172 -1.958 -1.259 -0.550
O -3.694 -1.781 -3.631 -0.607
N -3.385 0.854 0.217 -0.965
I -5.101 1.728 -0.594 0.286
C -3.188 0.986 1.567 1.257
P -4.447 2.021 2.456 0.056
N -4.337 3.546 2.063 -0.693
C -2.116 0.395 2.203 -0.028
C -2.069 0.576 3.698 -2.110
C -1.486 1.916 4.231 1.253
C -2.294 2.482 5.412 -1.700
C -1.237 3.028 3.198 -1.686
C -1.170 -0.342 1.416 0.435
H 1.601 -2.586 5.563 0.327
H -0.017 -3.039 5.994 0.361
H 0.449 -1.362 6.224 0.380
H 1.207 -4.222 2.127 0.341
H 3.381 -5.204 2.787 0.439
H 5.368 -1.706 1.907 0.502
H 3.319 -0.617 1.222 0.714
H 1.183 -2.491 -0.739 0.449
H -1.739 -1.953 -2.452 1.774
H -0.201 -2.705 -2.281 -1.776
H 1.636 -2.857 -3.371 0.302
H 4.834 -2.924 -4.021 0.375
H 5.151 -2.873 -2.306 0.401
H 3.855 -3.922 -2.965 0.369
H 4.997 -0.412 -2.439 0.529
H 3.628 1.489 -2.256 0.673
H 0.076 1.461 -1.783 -0.677
H -0.207 2.886 -4.040 0.406
H -0.697 1.197 -4.073 0.657
H 0.873 1.593 -4.700 0.655
H 2.345 2.741 -1.397 0.575
H 0.971 3.718 -2.016 0.671
H 2.260 3.082 -3.286 0.308
H -2.038 -0.028 -2.699 -0.347
H -3.209 1.151 -2.405 1.125
H -5.275 -0.479 -2.651 0.212
H -4.275 1.937 3.840 0.039
H -5.768 1.462 2.220 0.153
H -5.206 3.882 1.661 0.283
H -1.572 -0.231 4.215 0.398
H -3.093 0.452 4.045 0.923
H -0.519 1.683 4.663 0.105
H -1.646 3.068 6.059 0.404
H -3.097 3.143 5.080 0.383
H -2.721 1.670 6.003 0.402
H -0.451 3.669 3.603 0.466
H -0.871 2.679 2.234 0.235
H -2.113 3.668 3.110 0.460
N 6.777 0.664 0.181 0.880
O 6.854 0.151 1.305 -0.608
O 7.570 1.548 -0.169 -0.660
O 5.876 0.293 -0.608 -0.515
C -1.771 2.871 -7.256 0.322
Cl -0.600 1.597 -6.987 0.061
Cl -1.006 4.471 -7.078 -0.138
Cl -2.485 2.747 -8.869 -0.125
Cl -3.072 2.739 -6.042 -0.133
Be -6.730 0.575 3.497 0.000
O -7.670 -2.494 4.145 -0.578
H -7.788 -3.313 3.653 0.304
H -7.535 -2.780 5.055 0.303
Br 2.446 4.271 -4.374 -0.076
O 4.487 3.629 -1.633 -0.574
H 4.294 4.194 -2.391 0.252
H 5.449 3.578 -1.579 0.315
F 0.005 -0.506 -5.729 -0.802
Na -0.481 -4.398 -3.037 0.987
Br -1.266 -4.474 0.479 -0.790

| no. | electronic energy (hartree) |
| --- | --- |
| 1 | -9529.72067 |
| 2 | -1577.85045 |
| 3 | -11039.37581 |